<A>
C3H12NOS | ωB97M-V/def2-TZVPD

Properties
Total charge: +1
HOMO energy: -0.457 hartree
Gap between HOMO and LUMO: 9.0 eV

Each atom is followed by the atoms it is bonded to, with distances in Å.
Positions of all 18 atoms, in Å:
1 C -0.48816 -0.69994 -0.42302  C2 1.534, N5 1.529, H6 1.081, H7 1.095
2 C -1.53329 0.08634 0.37800  C1 1.534, C3 1.522, H8 1.093, H9 1.096
3 C -1.06969 1.44495 0.88351  C2 1.522, S4 1.821, H10 1.084, H11 1.103
4 S -2.39399 2.41662 1.67080  C3 1.821, H12 1.339
5 N 0.84387 0.02345 -0.62361  C1 1.529, H13 1.033, H14 1.008, H15 1.010
6 H -0.20783 -1.63111 0.04907  C1 1.081
7 H -0.79181 -1.00520 -1.42966  C1 1.095
8 H -1.77361 -0.53388 1.24530  C2 1.093
9 H -2.49064 0.16557 -0.14967  C2 1.096
10 H -0.57213 2.10231 0.17958  C3 1.084
11 H -0.35353 1.26892 1.70375  C3 1.103
12 H -2.82287 1.37769 2.39860  S4 1.339
13 H 1.53816 -0.72752 -0.77157  N5 1.033
14 H 0.81161 0.60669 -1.44519  N5 1.008
15 H 1.06557 0.47655 0.25158  N5 1.010
16 H 3.12631 -2.30859 -0.76740  O18 0.964
17 H 3.99893 -1.48643 -1.75557  O18 0.961
18 O 3.11310 -1.57643 -1.39450  H16 0.964, H17 0.961

=====

<B>
C3H12NOS | ωB97M-V/def2-TZVPD

Properties
Total charge: +1
HOMO energy: -0.443 hartree
Gap between HOMO and LUMO: 8.6 eV

Each atom is followed by the atoms it is bonded to, with distances in Å.
Positions of all 18 atoms, in Å:
1 C 0.36834 0.42886 0.65357  C2 1.496, N5 1.537, H6 1.179, H7 1.117
2 C -0.66610 0.39606 -0.42651  C1 1.496, C3 1.478, H8 1.198, H9 1.122
3 C -1.02169 1.76846 -0.84461  C2 1.478, S4 1.811, H10 1.095, H11 1.145
4 S -2.15357 1.79002 -2.25810  C3 1.811, H12 1.338
5 N 0.40003 -0.86230 1.48635  C1 1.537, H13 1.052, H14 1.055, H15 1.020
6 H 1.53392 0.58314 0.56585  C1 1.179
7 H 0.18086 1.39681 1.17821  C1 1.117
8 H -1.67575 -0.15627 -0.09390  C2 1.198
9 H -0.36795 -0.31542 -1.24095  C2 1.122
10 H -0.13113 2.18636 -1.32630  C3 1.095
11 H -1.64902 2.26024 -0.02203  C3 1.145
12 H -1.46308 2.42953 -3.20930  S4 1.338
13 H 0.63055 -1.78196 1.03108  N5 1.052
14 H 1.12008 -0.80181 2.25495  N5 1.055
15 H -0.44757 -0.76864 2.04582  N5 1.020
16 H 2.56529 -2.53237 -0.03965  O18 0.970
17 H 1.15609 -3.47451 0.06563  O18 1.044
18 O 1.62069 -2.54621 0.17989  H16 0.970, H17 1.044

=====

Quick one: most stable of them? <A>

=====

<A>
C4H9N4O2 | ωB97M-V/def2-TZVPD

Properties
Total charge: +1
HOMO energy: -0.483 hartree
Gap between HOMO and LUMO: 9.7 eV
Structure (SMILES): O=[N+]([O-])N/C=C1/NCC[NH2+]1

Each atom is followed by the atoms it is bonded to, with distances in Å.
Positions of all 19 atoms, in Å:
1 O -2.19469 1.11786 -0.26956  N2 1.237
2 N -3.01448 0.21176 -0.07972  O1 1.237, O3 1.194, N4 1.318
3 O -4.19364 0.37282 0.01259  N2 1.194
4 N -2.55887 -1.02181 0.01146  N2 1.318, C5 1.795, H11 1.009
5 C -0.80433 -1.39839 0.00864  N4 1.795, C6 1.321, H12 1.069
6 C 0.23943 -0.58821 0.03139  C5 1.321, N7 1.352, N10 1.457
7 N 1.50539 -0.94982 -0.27750  C6 1.352, C8 1.444, H13 1.005
8 C 2.45069 0.11810 -0.05461  N7 1.444, C9 1.533, H14 1.091, H15 1.097
9 C 1.52943 1.34222 -0.11911  C8 1.533, N10 1.483, H16 1.086, H17 1.091
10 N 0.25350 0.81522 0.42387  C6 1.457, C9 1.483, H18 1.089, H19 1.027
11 H -3.17101 -1.79216 0.23566  N4 1.009
12 H -0.78456 -2.42638 -0.28521  C5 1.069
13 H 1.77221 -1.88239 -0.54142  N7 1.005
14 H 3.21509 0.12734 -0.83363  C8 1.091
15 H 2.94641 0.02043 0.91915  C8 1.097
16 H 1.89446 2.18842 0.45630  C9 1.086
17 H 1.36922 1.64020 -1.15598  C9 1.091
18 H -0.69796 1.21017 0.07004  N10 1.089
19 H 0.24371 0.89462 1.44765  N10 1.027

=====

<B>
C4H9N4O2 | ωB97M-V/def2-TZVPD

Properties
Total charge: +1
HOMO energy: -0.535 hartree
Gap between HOMO and LUMO: 11.2 eV
Structure (SMILES): [H]/N=[N+](/[O-])OCC1=[NH+]CCN1

Each atom is followed by the atoms it is bonded to, with distances in Å.
Positions of all 19 atoms, in Å:
1 H 3.35208 -1.73044 -0.78273  N2 1.062
2 N 3.71340 -1.20802 0.06872  H1 1.062, N3 1.193
3 N 3.10645 -0.27154 0.49059  N2 1.193, O4 1.163, O5 1.540
4 O 3.19638 0.29333 1.50280  N3 1.163
5 O 2.13821 0.33756 -0.53988  N3 1.540, C6 1.324
6 C 1.14642 1.01522 0.01608  O5 1.324, C7 1.578, H12 1.140, H13 1.167
7 C -0.31197 0.41534 -0.05270  C6 1.578, N8 1.289, N11 1.319
8 N -0.79370 -0.23491 -1.05604  C7 1.289, C9 1.474, H14 1.004
9 C -2.24302 -0.46062 -0.91156  N8 1.474, C10 1.549, H15 1.177, H16 1.144
10 C -2.40889 -0.33898 0.62342  C9 1.549, N11 1.532, H17 1.099, H18 1.075
11 N -1.14943 0.46283 0.96475  C7 1.319, C10 1.532, H19 1.068
12 H 1.42151 1.24217 1.09929  C6 1.140
13 H 1.10515 2.02182 -0.57313  C6 1.167
14 H -0.67519 -0.19380 -2.05261  N8 1.004
15 H -2.38783 -1.56906 -1.28127  C9 1.177
16 H -2.81647 0.35264 -1.47551  C9 1.144
17 H -3.22703 0.32423 0.93597  C10 1.099
18 H -2.48098 -1.26686 1.16196  C10 1.075
19 H -0.68508 0.80909 1.86185  N11 1.068

=====

Quick one: most stable of them? <B>